# 1
127
Properties=species:S:1:pos:R:3:mulliken_charge:R:1 method="wB97M-V/def2-TZVPD" charge=0 gap_ha=0.1042 homo_energy_ev=-5.561
C 0.766 -4.635 -1.904 -1.25
C 0.891 -3.179 -1.510 -0.22
O -0.158 -2.835 -0.572 -0.34
P -0.745 -1.324 -0.545 0.98
C -0.122 -0.646 0.948 -0.79
C 0.541 0.606 0.966 0.68
O 0.461 1.508 1.815 -0.70
O 1.347 0.747 -0.156 -0.36
C 1.376 2.071 -0.738 -0.26
C 0.284 2.292 -1.752 -0.84
O -0.543 -0.598 -1.831 -0.92
O -2.316 -1.585 -0.246 -0.36
C -3.336 -1.180 -1.197 -0.16
C -4.525 -2.098 -1.074 -1.21
H 1.630 -4.915 -2.508 0.39
H 0.720 -5.277 -1.021 0.29
H -0.133 -4.795 -2.515 0.30
H 1.865 -2.985 -1.042 0.31
H 0.787 -2.537 -2.398 0.30
H -0.355 -1.117 1.886 0.40
H 1.299 2.800 0.074 0.20
H 2.365 2.129 -1.200 0.35
H 0.700 2.819 -2.617 0.36
H -0.156 1.337 -2.066 0.14
H -0.488 2.936 -1.318 0.26
H -3.632 -0.145 -0.971 0.28
H -2.921 -1.208 -2.218 0.32
H -5.362 -1.678 -1.635 0.39
H -4.305 -3.089 -1.488 0.29
H -4.818 -2.208 -0.025 0.26
C 1.674 0.332 12.796 -0.36
C 0.357 0.583 12.387 -0.78
C 0.034 0.534 11.032 0.12
C 1.023 0.276 10.048 1.20
C 0.709 0.421 8.596 -0.01
C 1.661 0.105 7.532 -0.01
C 1.387 -0.262 6.226 -1.37
C 0.075 -0.471 5.692 0.21
C -0.190 -0.041 4.370 0.10
C -1.469 -0.113 3.844 -0.34
C -2.506 -0.693 4.586 -1.46
C -2.246 -1.186 5.873 -0.68
C -0.973 -1.074 6.425 -0.52
Pd 0.618 2.585 8.648 0.14
P 2.353 3.892 9.235 2.02
C 3.860 2.882 9.337 0.73
C 4.420 2.515 10.569 -0.53
C 5.545 1.692 10.600 -0.57
C 6.110 1.221 9.412 -0.65
C 5.556 1.589 8.183 -0.57
C 4.429 2.411 8.143 -0.78
C 2.853 5.247 8.139 0.18
C 4.175 5.725 8.143 -0.56
C 4.549 6.748 7.270 -0.83
C 3.615 7.293 6.383 -0.63
C 2.296 6.824 6.384 -0.90
C 1.915 5.811 7.263 -0.33
C 2.132 4.593 10.892 0.75
C 2.930 5.657 11.346 -0.55
C 2.814 6.087 12.669 -0.73
C 1.878 5.497 13.527 -0.66
C 1.053 4.469 13.062 -0.70
C 1.175 4.027 11.747 -0.35
P -1.348 3.525 8.062 0.92
C -2.604 2.692 9.051 1.06
C -3.205 3.340 10.141 -0.90
C -4.030 2.615 11.001 -0.59
C -4.248 1.250 10.788 -0.91
C -3.664 0.605 9.691 -0.51
C -2.865 1.332 8.806 -0.49
C -1.450 5.304 8.354 0.08
C -1.852 6.191 7.339 -0.41
C -1.756 7.566 7.546 -0.72
C -1.261 8.073 8.752 -0.74
C -0.881 7.195 9.771 -0.85
C -0.994 5.820 9.579 0.08
C -1.858 3.249 6.353 0.81
C -3.202 2.983 6.034 -0.30
C -3.594 2.879 4.702 -0.80
C -2.654 3.031 3.680 -0.60
C -1.312 3.233 3.998 -0.51
C -0.906 3.347 5.326 -0.63
C 2.298 -0.125 10.493 -0.20
C 2.626 -0.050 11.847 -0.87
H 1.953 0.439 13.849 0.42
H -0.405 0.836 13.131 0.47
H -0.993 0.739 10.718 0.11
H -0.343 0.227 8.378 -0.31
H 2.709 0.199 7.816 0.28
H 2.207 -0.305 5.507 0.49
H 0.604 0.431 3.793 0.41
H -1.644 0.282 2.842 0.99
H -3.501 -0.771 4.145 0.48
H -3.040 -1.669 6.443 0.42
H -0.761 -1.455 7.426 0.88
H 3.973 2.869 11.498 0.37
H 5.982 1.418 11.561 0.45
H 6.985 0.569 9.444 0.38
H 6.000 1.239 7.251 0.44
H 3.984 2.688 7.187 0.52
H 4.915 5.292 8.819 0.46
H 5.574 7.120 7.283 0.41
H 3.910 8.085 5.692 0.39
H 1.559 7.250 5.703 0.46
H 0.885 5.447 7.281 0.40
H 3.638 6.133 10.668 0.33
H 3.461 6.884 13.033 0.43
H 1.787 5.837 14.560 0.37
H 0.315 4.004 13.717 0.48
H 0.521 3.235 11.372 0.01
H -3.031 4.403 10.307 0.39
H -4.503 3.119 11.843 0.44
H -4.880 0.682 11.473 0.36
H -3.829 -0.461 9.518 0.47
H -2.423 0.842 7.936 0.41
H -2.235 5.800 6.396 0.42
H -2.067 8.250 6.755 0.42
H -1.177 9.151 8.902 0.40
H -0.498 7.574 10.720 0.45
H -0.695 5.136 10.375 0.32
H -3.939 2.859 6.826 0.44
H -4.636 2.675 4.458 0.41
H -2.959 2.972 2.632 0.34
H -0.569 3.269 3.201 0.38
H 0.147 3.483 5.568 0.42
H 3.038 -0.444 9.759 0.46
H 3.648 -0.270 12.165 0.40

---

# 2
140
Properties=species:S:1:pos:R:3:mulliken_charge:R:1 method="wB97M-V/def2-TZVPD" charge=+1 gap_ha="0.1350 / 0.1350" homo_energy_ev="-6.322 / -6.323"
Ti -1.380 0.125 0.166 -0.92
C -5.026 6.676 2.026 -2.17
C -4.871 6.423 0.525 1.89
C -4.084 7.594 -0.084 -1.60
C -6.270 6.364 -0.106 -1.57
C -4.134 5.112 0.244 -0.42
C -3.747 4.244 1.246 0.10
C -3.068 3.088 0.912 0.00
Br -2.583 1.885 2.309 -0.15
C -2.733 2.728 -0.390 0.12
O -2.015 1.601 -0.594 0.53
C -3.179 3.573 -1.431 -0.95
C -3.848 4.736 -1.072 -0.45
C -3.031 3.191 -2.915 2.99
C -1.561 2.944 -3.293 -1.26
C -3.546 4.294 -3.843 -2.49
C -3.905 1.949 -3.160 -1.56
H -5.506 7.644 2.185 0.42
H -4.056 6.696 2.531 0.43
H -5.650 5.912 2.500 0.39
H -4.579 8.541 0.151 0.47
H -4.015 7.514 -1.172 0.31
H -3.068 7.627 0.319 0.36
H -6.813 7.294 0.088 0.45
H -6.848 5.535 0.313 0.36
H -6.217 6.225 -1.190 0.30
H -3.960 4.441 2.288 0.55
H -4.182 5.391 -1.864 0.40
H -0.977 3.856 -3.136 0.41
H -1.492 2.683 -4.357 0.50
H -1.106 2.154 -2.705 -0.38
H -2.990 5.227 -3.709 0.43
H -4.611 4.491 -3.692 0.42
H -3.415 3.973 -4.879 0.47
H -3.583 1.101 -2.562 0.02
H -3.882 1.659 -4.215 0.50
H -4.940 2.176 -2.893 0.44
F 3.988 2.811 3.148 -0.44
C 3.334 1.667 3.490 0.69
C 2.192 1.354 2.780 -0.80
C 1.453 0.204 3.079 0.76
C 0.311 -0.182 2.336 0.97
O -0.011 0.498 1.237 -1.09
C -0.436 -1.359 2.767 0.19
C 0.000 -2.052 3.833 -0.62
N 1.131 -1.723 4.537 0.58
C 1.490 -2.455 5.713 -0.46
C 2.654 -3.407 5.680 -0.31
C 1.248 -3.924 5.780 -1.04
C 1.897 -0.587 4.175 -0.58
C 3.052 -0.260 4.843 -0.20
C 3.816 0.881 4.508 -1.80
N 5.056 1.097 5.205 0.35
C 4.998 1.260 6.654 -0.69
C 6.231 0.554 7.255 -0.82
N 7.232 0.429 6.142 -0.12
C 7.379 1.741 5.430 -0.63
C 6.064 1.982 4.647 -0.77
C -1.675 -1.898 2.134 0.31
O -2.200 -2.923 2.495 -0.70
O -2.175 -1.158 1.116 -0.51
H 1.865 2.009 1.984 0.64
H -0.572 -2.899 4.179 0.79
H 1.361 -1.892 6.635 0.55
H 3.295 -3.459 6.553 0.29
H 3.166 -3.540 4.733 0.12
H 0.900 -4.334 6.720 0.25
H 0.837 -4.417 4.907 0.32
H 3.406 -0.910 5.635 0.77
H 4.089 0.818 7.045 0.49
H 4.997 2.322 6.936 0.35
H 6.006 -0.450 7.604 0.42
H 6.685 1.123 8.062 0.37
H 6.798 -0.205 5.465 0.36
H 8.116 0.050 6.463 0.31
H 8.241 1.693 4.772 0.37
H 7.560 2.500 6.186 0.32
H 6.196 1.743 3.596 0.46
H 5.801 3.040 4.720 0.47
C 0.374 -4.418 -5.995 -0.51
S 1.955 -4.379 -5.115 -0.11
C 1.461 -5.062 -3.501 -1.20
C 1.263 -4.011 -2.409 -0.55
C 0.136 -3.065 -2.788 -1.62
N -0.239 -1.981 -1.831 0.64
P 0.720 -0.542 -1.585 1.69
C 2.063 -1.067 -0.446 0.80
C 3.198 -0.261 -0.343 -1.10
C 4.264 -0.636 0.461 -0.93
C 4.195 -1.811 1.196 -0.65
C 3.043 -2.583 1.152 -0.72
C 1.978 -2.202 0.346 -0.74
C 1.646 -0.439 -3.183 0.13
C 1.062 0.322 -4.199 0.21
C 1.677 0.469 -5.435 -0.70
C 2.912 -0.120 -5.666 -0.68
C 3.518 -0.853 -4.657 -0.72
C 2.894 -1.012 -3.428 -0.27
P -1.939 -1.685 -1.708 2.28
C -2.445 -1.790 -3.473 0.49
C -2.188 -0.656 -4.241 0.63
C -2.459 -0.629 -5.601 -0.83
C -3.023 -1.743 -6.208 -0.70
C -3.304 -2.872 -5.451 -0.96
C -3.018 -2.900 -4.091 -0.19
C -2.615 -3.225 -1.029 1.02
C -1.831 -4.187 -0.411 -0.61
C -2.411 -5.329 0.124 -0.90
C -3.784 -5.504 0.064 -0.75
C -4.583 -4.525 -0.518 -0.74
C -4.002 -3.390 -1.059 -0.92
H 0.589 -4.170 -7.034 0.41
H -0.330 -3.688 -5.592 -0.10
H -0.055 -5.418 -5.953 0.30
H 2.241 -5.763 -3.210 0.52
H 0.541 -5.629 -3.659 0.46
H 2.190 -3.461 -2.255 0.23
H 1.028 -4.530 -1.476 0.25
H -0.760 -3.665 -2.936 0.88
H 0.385 -2.612 -3.749 0.37
H 3.263 0.652 -0.927 0.57
H 5.147 -0.007 0.508 0.46
H 5.030 -2.118 1.817 0.38
H 2.971 -3.490 1.745 0.50
H 1.083 -2.808 0.320 0.55
H 0.123 0.824 -4.019 0.23
H 1.198 1.055 -6.209 0.49
H 3.403 -0.003 -6.625 0.40
H 4.482 -1.318 -4.829 0.43
H 3.387 -1.605 -2.671 0.28
H -1.787 0.221 -3.749 -0.49
H -2.244 0.262 -6.181 0.53
H -3.255 -1.729 -7.268 0.43
H -3.749 -3.741 -5.923 0.45
H -3.228 -3.797 -3.523 0.37
H -0.762 -4.037 -0.330 0.31
H -1.789 -6.074 0.606 0.44
H -4.237 -6.394 0.485 0.38
H -5.659 -4.647 -0.547 0.44
H -4.627 -2.623 -1.504 0.51

---

# 3
140
Properties=species:S:1:pos:R:3:mulliken_charge:R:1 method="wB97M-V/def2-TZVPD" charge=+1 gap_ha=0.1934 relative_energy_ev=0.595 homo_energy_ev=-9.660
C 1.646 2.299 1.062 -0.62
C 2.444 1.457 2.046 2.40
C 3.922 1.842 1.939 -1.82
C 1.982 1.790 3.463 -1.50
C 2.275 -0.041 1.693 -0.36
C 3.072 -0.598 0.683 0.76
C 3.182 -1.979 0.519 -1.49
C 2.530 -2.823 1.417 -0.43
C 1.755 -2.301 2.453 -0.11
C 1.410 -3.193 3.674 2.50
C -0.051 -3.618 3.626 -1.76
C 1.755 -2.467 4.984 -1.66
C 2.225 -4.493 3.667 -2.24
C 1.368 -0.922 2.328 -1.39
N 0.022 -0.493 2.547 1.28
C -0.610 -0.340 3.853 -1.81
C -2.066 -0.186 3.545 0.97
N -2.156 -0.209 2.082 1.49
C -3.502 -0.101 1.534 -1.64
C -4.085 1.186 1.399 0.39
C -3.444 2.555 1.785 2.19
C -3.914 3.656 0.820 -1.87
C -1.929 2.576 1.719 -1.00
C -3.946 2.925 3.188 -1.84
C -5.404 1.284 0.949 -0.25
C -6.139 0.160 0.624 -1.50
C -5.641 -1.087 0.966 0.05
C -4.334 -1.265 1.419 0.49
C -3.994 -2.749 1.808 2.10
C -4.880 -3.744 1.027 -1.95
C -4.305 -3.009 3.286 -1.80
C -2.571 -3.133 1.463 -1.18
C -0.877 -0.235 1.526 -0.51
C -0.451 -0.161 0.167 -0.35
C -1.487 -0.321 -0.847 0.29
C -2.271 0.769 -1.324 0.22
C -3.493 0.513 -1.921 -0.60
C -3.885 -0.834 -2.109 -0.93
N -5.264 -1.156 -2.248 1.32
O -5.593 -2.374 -2.221 -0.67
O -6.108 -0.235 -2.347 -0.65
C -2.982 -1.902 -1.925 -0.52
C -1.764 -1.628 -1.337 -0.42
H 0.569 2.225 1.241 -1.02
H 1.940 3.358 1.118 1.04
H 1.824 1.947 0.046 -0.28
H 4.539 1.149 2.524 0.39
H 4.286 1.846 0.905 0.22
H 4.081 2.859 2.322 0.47
H 2.433 1.115 4.200 0.27
H 2.267 2.823 3.708 0.49
H 0.894 1.741 3.540 0.04
H 3.625 0.062 0.016 0.33
H 3.831 -2.390 -0.259 0.49
H 2.665 -3.900 1.312 0.40
H -0.225 -4.247 2.744 0.47
H -0.308 -4.193 4.525 0.50
H -0.723 -2.763 3.568 0.37
H 2.841 -2.488 5.141 0.43
H 1.451 -1.415 5.002 0.18
H 1.276 -2.988 5.824 0.36
H 3.300 -4.287 3.632 0.46
H 2.020 -5.051 4.591 0.43
H 1.950 -5.135 2.823 0.43
H -0.410 -1.184 4.520 0.74
H -0.228 0.555 4.361 0.86
H -2.664 -1.004 3.964 -0.51
H -2.477 0.754 3.939 -0.11
H -4.960 3.932 0.992 0.56
H -3.317 4.564 0.978 0.44
H -3.786 3.343 -0.224 0.24
H -1.468 2.044 2.551 0.01
H -1.578 2.152 0.774 -0.77
H -1.572 3.613 1.791 0.79
H -3.759 2.135 3.924 0.29
H -3.458 3.840 3.544 0.44
H -5.030 3.095 3.165 0.42
H -5.886 2.253 0.824 0.26
H -7.121 0.249 0.163 0.42
H -6.317 -1.935 0.858 0.29
H -4.925 -3.499 -0.043 0.31
H -4.469 -4.758 1.126 0.39
H -5.901 -3.777 1.430 0.48
H -3.756 -2.351 3.964 0.27
H -5.377 -2.866 3.473 0.41
H -4.049 -4.048 3.539 0.44
H -1.850 -2.442 1.891 -0.61
H -2.366 -4.147 1.831 0.88
H -2.435 -3.129 0.378 0.10
H 0.555 -0.539 0.035 0.40
H -1.903 1.792 -1.187 0.62
H -4.215 1.294 -2.158 0.37
H -3.313 -2.908 -2.178 0.52
H -1.030 -2.425 -1.174 0.68
C 6.648 4.205 -0.204 -1.02
O 5.833 3.065 -0.550 -0.32
C 4.909 3.224 -1.539 -0.96
C 3.916 2.217 -1.634 0.11
C 2.697 2.567 -2.169 0.82
C 2.569 3.816 -2.821 -0.27
C 3.620 4.722 -2.931 -0.99
C 4.816 4.423 -2.285 -0.81
N 1.290 3.885 -3.357 0.27
C 0.844 5.017 -4.151 -1.06
C 0.605 2.728 -3.091 -0.45
C 1.420 1.860 -2.334 -0.40
C 1.184 0.498 -1.991 1.58
C 0.819 -0.359 -3.073 1.59
C -0.372 -0.372 -3.807 -1.18
N -0.305 -1.313 -4.790 0.27
C -1.394 -1.693 -5.676 -0.76
C 0.970 -1.869 -4.808 -0.47
C 1.731 -1.266 -3.779 0.65
C 3.108 -1.400 -3.758 0.32
C 3.716 -2.190 -4.771 0.25
O 5.057 -2.277 -4.963 -0.48
C 5.988 -1.490 -4.189 -0.64
C 2.915 -2.895 -5.714 -0.97
C 1.542 -2.705 -5.760 -1.08
H 7.270 3.866 0.621 0.25
H 7.279 4.507 -1.047 0.39
H 6.027 5.050 0.120 0.43
H 4.079 1.229 -1.217 1.49
H 3.509 5.644 -3.495 0.45
H 5.633 5.141 -2.264 0.39
H 1.171 5.953 -3.681 0.36
H 1.274 4.983 -5.162 0.35
H -0.246 4.994 -4.221 0.33
H -0.392 2.526 -3.479 0.53
H 1.817 0.060 -1.220 -1.06
H -1.243 0.257 -3.653 0.77
H -1.101 -2.604 -6.202 0.32
H -2.302 -1.883 -5.088 0.25
H -1.603 -0.908 -6.414 0.31
H 3.702 -0.867 -3.014 0.19
H 6.965 -1.745 -4.605 0.26
H 5.810 -0.411 -4.305 0.27
H 5.956 -1.772 -3.127 0.26
H 3.422 -3.524 -6.439 0.45
H 0.933 -3.182 -6.521 0.31